Record 1
The following is a quantum chemistry calculation of a structure of composition C14H19ClMg, from the Open Molecules 2025 dataset.

Its frontier orbital gap is 5.889 eV. As for the total charge: -2.

Element x y z (Å)
C  1.8965  -2.5322  1.8058
C  1.9867  -2.3064  0.3767
C  0.6216  -2.3378  -0.1470
H  2.9099  -2.2939  -0.2397
C  -0.2481  -2.5783  0.9787
C  0.5394  -2.6872  2.1489
H  0.1533  -2.9163  3.1424
H  2.7442  -2.5974  2.4829
H  0.3424  -2.3280  -1.2150
H  -1.3234  -2.7258  0.9302
Mg  0.9972  -0.1356  0.2880
Cl  2.8127  1.0791  1.2013
C  1.1430  2.0774  -2.9511
C  -0.0840  1.4352  -3.2881
C  0.2285  0.2101  -3.9548
H  -1.0792  1.8286  -3.1158
C  1.6465  0.0959  -4.0274
C  2.2151  1.2466  -3.4087
H  3.2743  1.4786  -3.3411
H  1.2450  3.0478  -2.4764
H  -0.4910  -0.4868  -4.3741
H  2.1945  -0.7039  -4.5123
C  -2.7112  2.0897  1.7809
C  -1.4384  1.2488  1.7906
C  -1.5998  0.1148  2.8461
C  -0.9838  0.7310  0.4604
H  -3.5847  1.5822  1.3536
H  -2.5472  3.0015  1.2116
H  -2.8785  2.3610  2.8259
H  -0.6323  1.9146  2.1992
H  -2.0742  -0.8144  2.4380
H  -0.6319  -0.1866  3.3134
H  -2.2370  0.5231  3.6499
H  -1.6771  -0.0112  0.0334
H  -0.7288  1.5759  -0.2060

Forces on the atoms, in the same order (eV/Å):
0.1 0.2 -1.4
-0.7 -0.7 0.4
0.5 -0.9 0.8
-0.8 0.2 0.6
0.9 -0.2 -0.6
-0.1 -0.2 -0.6
0.1 0.2 -0.2
-0.2 0.2 -0.1
0.2 0.1 0.7
0.2 0.3 0.0
-0.1 0.5 0.5
-0.1 0.0 0.0
0.0 -0.8 -0.5
0.9 -0.4 -0.4
0.4 0.7 0.3
0.0 -0.1 0.1
-0.4 0.7 0.3
-0.9 0.0 -0.1
-0.1 -0.1 0.1
0.0 -0.1 0.1
0.0 0.0 0.1
0.0 0.0 0.1
0.2 0.2 0.2
0.6 -0.5 0.8
0.0 0.0 0.2
1.1 0.0 -0.3
0.1 -0.1 0.2
0.0 0.1 -0.2
-0.6 0.3 0.0
-0.5 -0.3 -0.3
0.3 0.8 0.2
-0.6 0.2 -0.6
0.1 -0.4 0.0
0.0 0.5 -0.2
-0.7 -0.3 -0.2



Record 2
The following is a quantum chemistry calculation of a cluster of 7 separate species, C40H95NO19 in total, from the Open Molecules 2025 dataset.

Its frontier orbital gap is 9.361 eV. As for the energy above the lowest of the compared OMol25 structures with the same formula, charge and spin: 0.0 kJ/mol.

Element x y z (Å)
C  -5.4509  2.9026  7.3610
O  -4.1370  2.5799  7.0048
C  -3.8197  2.8973  5.6732
C  -2.7533  2.0476  5.0604
O  -1.5618  2.2650  5.8156
C  -0.5743  1.3513  5.5321
C  0.4670  1.9239  4.5957
O  -0.1834  2.4797  3.4644
C  0.7205  3.2277  2.6604
H  -6.1824  2.5610  6.6231
H  -5.5382  3.9926  7.4741
H  -5.6256  2.4457  8.3295
H  -3.4409  3.9343  5.6053
H  -4.7138  2.8279  5.0304
H  -2.4963  2.3834  4.0536
H  -3.0381  0.9893  5.0594
H  -0.9165  0.3758  5.1457
H  -0.0641  1.0168  6.4449
H  1.1480  1.1283  4.2794
H  0.9159  2.7645  5.1484
H  0.2035  3.6004  1.7745
H  1.5514  2.6486  2.2324
H  1.0777  4.0506  3.2831
C  1.1791  -3.1339  -2.0695
O  0.2242  -4.0933  -2.5182
C  0.7873  -5.3588  -2.7682
C  -0.2890  -6.3322  -3.1820
O  -1.2470  -6.5632  -2.1647
C  -0.8756  -7.5496  -1.2429
C  -0.8855  -8.9592  -1.8046
O  -1.9750  -9.1630  -2.6209
C  -1.7806  -10.2073  -3.5127
H  1.6214  -2.5938  -2.9224
H  1.9796  -3.6111  -1.4910
H  0.6544  -2.3736  -1.4906
H  1.2696  -5.7311  -1.8435
H  1.5854  -5.3173  -3.5294
H  0.1467  -7.2946  -3.4877
H  -0.8067  -5.9589  -4.0699
H  -1.5836  -7.4622  -0.4170
H  0.1044  -7.3176  -0.8039
H  -0.9152  -9.6380  -0.9398
H  0.0970  -9.1369  -2.2614
H  -1.4840  -9.9369  -4.5285
H  -2.7519  -10.7157  -3.6114
H  -1.1285  -11.0072  -3.1414
C  6.1990  -2.4353  5.1622
O  4.9971  -1.7264  4.9659
C  4.3672  -1.9736  3.7500
C  3.1485  -1.0894  3.6662
O  2.2029  -1.1808  4.6983
C  1.5990  -2.4515  4.8468
C  0.7460  -2.8733  3.6553
O  1.4499  -3.6415  2.7404
C  0.6089  -4.1206  1.7197
H  6.9092  -2.1958  4.3597
H  6.0292  -3.5221  5.1570
H  6.5757  -2.1541  6.1388
H  4.1147  -3.0376  3.6279
H  5.0297  -1.7265  2.9035
H  2.5828  -1.3834  2.7679
H  3.4521  -0.0470  3.5969
H  1.0028  -2.3827  5.7552
H  2.3422  -3.2579  4.9910
H  0.3350  -1.9494  3.1848
H  -0.2009  -3.2981  4.0408
H  -0.3164  -4.5141  2.1400
H  1.1421  -4.8973  1.1807
H  0.4132  -3.3054  1.0131
C  -5.4993  3.3170  -7.5339
O  -4.5626  2.4556  -6.9385
C  -4.2669  2.8562  -5.6081
C  -3.0382  2.1858  -5.0774
O  -3.4115  0.8911  -4.6996
C  -2.3251  0.0267  -4.4485
C  -1.6078  -0.3977  -5.7188
O  -1.5491  -1.7903  -5.9180
C  -0.8882  -2.5393  -4.8952
H  -6.3462  3.5137  -6.8656
H  -5.8883  2.8019  -8.4160
H  -5.0319  4.2429  -7.8917
H  -5.1203  2.5165  -5.0094
H  -4.1127  3.9418  -5.5482
H  -2.6979  2.7832  -4.2252
H  -2.2010  2.2707  -5.7885
H  -2.7928  -0.8096  -3.9195
H  -1.6655  0.4321  -3.6686
H  -0.6018  0.0478  -5.7599
H  -2.1657  -0.0487  -6.5865
H  -0.7875  -3.5581  -5.2857
H  -1.5502  -2.7054  -4.0339
H  0.0878  -2.1142  -4.6458
C  3.9972  4.8655  4.3184
O  4.1348  4.3817  3.0367
C  5.0984  3.3734  2.9502
C  5.0292  2.8075  1.5568
O  5.4028  3.7995  0.6366
C  5.1554  3.5310  -0.7176
C  3.7054  3.4587  -1.0971
O  2.9970  4.6940  -0.9254
C  3.2030  5.5882  -1.9729
H  4.9725  5.0887  4.7797
H  3.4250  4.1978  4.9697
H  3.5015  5.8386  4.2956
H  4.8967  2.5830  3.6849
H  6.0836  3.8116  3.1443
H  4.0367  2.3540  1.4018
H  5.7234  1.9439  1.4877
H  5.7104  2.6405  -1.0740
H  5.6651  4.3099  -1.3000
H  3.1541  2.7668  -0.4724
H  3.4710  3.1564  -2.1273
H  2.9093  5.1593  -2.9361
H  4.2183  5.9930  -1.9652
H  2.5412  6.4330  -1.7666
C  -7.0634  -0.2787  -0.6334
O  -6.4487  0.9941  -0.5537
C  -5.1264  1.0369  -1.0696
C  -4.8971  2.4246  -1.6096
O  -3.6134  2.6179  -2.0481
C  -2.6776  2.4615  -1.0396
C  -1.4042  3.1528  -1.4347
O  -0.8991  2.6388  -2.6354
C  -0.1824  3.5222  -3.4352
H  -8.1288  -0.0708  -0.5130
H  -6.6782  -1.0154  0.0701
H  -6.9941  -0.6560  -1.6653
H  -4.9340  0.3063  -1.8675
H  -4.4600  0.7718  -0.2338
H  -5.1729  3.1537  -0.8336
H  -5.6349  2.5756  -2.3969
H  -2.5803  1.3984  -0.8122
H  -3.0419  2.9440  -0.1201
H  -0.6887  3.0443  -0.6065
H  -1.6332  4.2265  -1.5006
H  -0.8371  4.2888  -3.8802
H  0.2901  2.9857  -4.2506
H  0.5494  4.0900  -2.8433
C  0.2363  0.4406  0.7490
C  1.3659  0.7407  -0.2378
C  2.5657  -0.1161  0.0210
O  3.6825  0.2656  -0.7107
C  4.8055  -0.4948  -0.3220
N  0.8666  0.4862  -1.5856
H  0.6203  0.0173  1.6871
H  -0.3536  -0.3810  0.3255
H  -0.4102  1.2704  1.0058
H  1.5303  1.8171  -0.0978
H  2.2809  -1.1784  -0.0558
H  2.7850  -0.0239  1.1051
H  5.0583  -0.2644  0.7277
H  5.6309  -0.2927  -0.9863
H  4.5147  -1.5557  -0.2758
H  1.6139  0.5554  -2.2790
H  0.2106  1.2302  -1.8750

Forces on the atoms, in the same order (eV/Å):
0.2 0.6 0.2
0.5 -0.8 -0.4
-0.3 1.1 -0.6
0.7 0.1 0.5
-0.9 -0.2 0.5
1.2 -1.4 -0.2
-0.6 0.6 0.1
0.2 -0.3 -0.8
-0.3 -0.1 0.1
0.0 -0.1 0.0
-0.2 -0.1 0.0
-0.2 -0.1 0.0
-0.3 -0.1 0.1
0.1 0.0 0.1
-0.6 -0.1 -0.3
0.1 0.0 0.0
-0.5 0.4 -0.3
0.1 0.5 0.1
0.4 0.2 0.3
0.6 -0.3 -0.2
-0.3 0.2 0.3
0.1 -0.2 0.6
0.4 0.2 -0.4
-0.3 0.0 -0.5
0.3 0.1 0.1
0.4 -0.2 0.5
-0.2 -0.4 -0.3
0.0 0.4 -0.4
-0.3 0.4 0.5
1.2 0.3 1.2
0.0 0.4 -0.4
-1.3 -1.8 -0.5
0.1 -0.3 0.1
-0.1 0.1 0.1
0.0 -0.1 0.1
0.0 0.1 -0.1
-0.2 0.1 0.0
0.2 0.2 0.0
-0.2 0.1 0.2
-0.2 0.0 -0.1
0.1 -0.3 0.0
0.0 -0.1 0.0
-0.3 -0.2 -0.6
0.3 0.5 0.1
0.1 0.2 -0.2
0.3 0.3 0.1
-0.3 -0.2 -0.4
0.2 0.1 0.6
0.0 -0.3 -0.1
-0.8 -0.5 -1.0
0.2 0.0 0.9
0.4 -0.5 -0.3
-1.2 1.8 0.7
0.2 -0.6 0.3
0.3 0.3 -0.4
0.1 0.0 0.2
0.0 0.1 0.0
0.2 0.1 0.0
-0.1 0.0 0.1
-0.1 0.1 0.0
0.6 0.3 -0.3
-0.1 0.1 0.1
-0.1 0.0 -0.1
-0.1 0.3 0.1
0.4 -0.1 -0.1
0.5 -0.8 -0.2
-0.1 -0.1 -0.1
0.0 -0.2 0.0
-0.4 -0.1 0.0
-0.2 -0.4 -0.5
0.4 0.2 0.0
-0.2 -0.1 -0.4
0.1 0.8 0.1
0.3 -0.1 -0.2
-0.5 -0.2 1.1
0.2 -0.2 -0.1
0.4 -0.5 0.3
-0.9 -0.4 -0.5
0.1 0.2 0.0
0.0 0.0 0.1
-0.1 0.1 0.3
0.1 0.5 0.4
-0.3 0.0 0.0
-0.2 -0.3 0.2
-0.3 -0.5 -0.3
0.1 -0.3 -0.5
0.2 0.3 -0.4
0.1 -0.2 0.0
-0.1 0.3 0.1
0.4 0.3 -0.2
0.4 0.6 0.2
-0.1 0.0 0.2
0.2 1.0 1.0
-0.4 0.0 -0.6
0.0 0.1 -0.3
0.5 -1.1 0.1
-0.3 0.2 0.1
1.0 -0.2 -1.0
-1.5 0.5 0.0
0.2 -0.6 0.4
-0.4 0.8 0.4
0.0 -0.3 0.0
0.1 -0.1 0.1
-0.3 -0.2 -0.2
0.1 -0.1 0.0
0.1 -0.2 0.0
0.0 0.5 -0.2
0.0 0.3 0.0
-0.5 -0.2 0.4
-0.3 0.3 0.4
0.3 -0.2 0.2
0.8 -0.3 0.0
0.3 0.0 -0.2
0.1 -0.2 -0.4
0.0 0.0 -0.1
-0.6 0.7 -1.0
0.2 -0.2 -0.4
-0.1 -0.7 0.8
-1.6 0.0 0.8
0.4 0.6 -1.2
0.1 -0.1 0.6
-0.1 0.5 0.6
-0.3 -0.8 0.0
0.1 1.4 0.0
0.1 -0.3 0.5
0.0 0.0 0.2
0.3 -0.2 0.2
-0.3 0.0 0.0
0.1 0.2 -0.2
0.1 0.0 0.2
0.3 0.1 -0.4
0.6 -0.1 0.0
0.1 0.0 0.1
0.2 0.0 -0.1
0.1 -0.1 -0.3
-0.1 -0.2 0.0
0.1 -0.2 0.1
0.2 -0.3 -0.1
0.2 -1.6 0.3
-1.2 0.7 -0.4
-0.4 0.2 2.1
0.3 -0.1 -0.7
-0.8 -0.3 1.0
-0.2 0.5 -0.9
0.1 0.4 0.1
-0.2 0.2 0.0
0.0 0.2 -0.1
0.8 -0.1 0.0
0.2 0.0 -0.6
0.2 0.2 -0.2
0.2 0.2 -0.2
0.2 0.0 -0.2
0.4 0.0 -0.5
0.1 -0.1 0.3
0.3 -0.7 0.2



Record 3
The following is a quantum chemistry calculation of the molecule C4H4O3, from the Open Molecules 2025 dataset.

Its frontier orbital gap is 9.669 eV. As for the energy above the lowest of the compared OMol25 structures with the same formula, charge and spin: 282.4 kJ/mol.

Element x y z (Å)
O  -2.1282  1.1488  0.1852
C  -0.9346  1.1406  -0.0210
C  -0.0353  -0.1721  -0.1735
C  -0.2455  -1.2636  0.7955
O  -0.4400  -1.4746  -0.5884
C  1.2387  0.3573  -0.7384
O  1.5747  1.4885  -0.4542
H  -0.1326  1.9553  -0.0788
H  0.5709  -1.8109  1.2603
H  -1.1665  -1.1714  1.3763
H  1.7096  -0.2030  -1.5651

Forces on the atoms, in the same order (eV/Å):
2.0 0.2 -0.4
-0.7 -1.1 0.1
-0.2 0.8 0.1
0.0 0.0 0.2
-0.5 0.6 0.0
-0.1 0.3 -0.1
1.0 -0.7 -0.2
-1.9 0.0 0.3
0.0 0.2 -0.1
0.2 -0.1 -0.1
0.1 -0.2 0.2



Record 4
The following is a quantum chemistry calculation of the ion C31H34N with charge +1, from the Open Molecules 2025 dataset.

Its frontier orbital gap is 6.843 eV. As for the total charge: +1.

Element x y z (Å)
C  2.2401  -5.0533  -1.1635
C  1.7488  -4.3578  0.1134
C  0.5499  -3.4150  -0.1355
N  0.7286  -2.4733  -1.2421
C  0.0515  -1.3296  -1.2979
C  -0.9245  -0.8653  -0.2741
C  -1.9509  -0.0787  -1.1321
C  -1.1892  0.4394  -2.3567
C  -0.0894  -0.6311  -2.6223
C  1.3431  -3.0270  -2.4841
C  2.4989  -4.0269  -2.2660
H  3.1634  -5.6005  -0.9428
H  1.4663  -5.7676  -1.4992
H  1.4615  -5.1113  0.8798
H  2.5665  -3.7455  0.5436
H  -0.3472  -4.0315  -0.3558
H  0.3691  -2.9011  0.8129
H  -1.4620  -1.7576  0.2510
H  -2.7941  -0.7352  -1.4080
H  -2.3594  0.7413  -0.5544
H  -1.8875  0.5844  -3.2123
H  -0.7396  1.4485  -2.2143
H  0.8589  -0.1615  -2.9457
H  -0.4135  -1.2554  -3.4863
H  0.5213  -3.5450  -3.0368
H  1.7156  -2.2171  -3.1134
H  3.3918  -3.4358  -2.0185
H  2.6870  -4.5444  -3.2229
C  -2.7116  5.9669  -0.3658
C  -3.3478  4.7188  -0.2922
C  -2.6136  3.5729  0.0137
C  -1.2140  3.6372  0.1977
C  -0.4174  2.4713  0.5673
C  -1.0223  1.4251  1.1938
C  -0.5381  0.0437  1.1258
C  -0.9051  -0.7648  2.3682
C  -0.0191  -1.7493  2.8489
C  -0.4646  -2.6763  3.8056
C  -1.7548  -2.5654  4.3483
C  -2.5861  -1.5045  3.9544
C  -2.1473  -0.5920  2.9860
C  0.9926  2.3931  0.1542
C  1.9356  1.8435  1.0449
C  3.2964  1.8422  0.7268
C  3.7239  2.3453  -0.5206
C  2.7796  2.8386  -1.4414
C  1.4278  2.8836  -1.0964
C  -0.5823  4.8979  0.1052
C  -1.3214  6.0528  -0.1652
H  -3.2892  6.8648  -0.6245
H  -4.4357  4.6310  -0.4573
H  -3.1268  2.6046  0.1230
H  -1.9768  1.6175  1.6959
H  0.5066  -0.1023  0.7734
H  0.9507  -1.8634  2.3428
H  0.2396  -3.4386  4.1431
H  -2.0511  -3.2319  5.1634
H  -3.5535  -1.3543  4.4416
H  -2.8754  0.1570  2.6199
H  1.6096  1.5001  2.0283
H  4.0299  1.4807  1.4589
H  4.7908  2.3184  -0.7865
H  3.1022  3.2433  -2.4207
H  0.6981  3.3382  -1.7828
H  0.4847  4.9815  0.3190
H  -0.8191  7.0267  -0.2126

Forces on the atoms, in the same order (eV/Å):
-0.5 0.1 0.1
0.2 0.3 0.0
0.0 -1.1 0.9
-0.5 1.4 -0.3
0.5 -2.3 -0.4
-3.2 -0.5 1.5
-0.1 -0.3 -0.1
-0.2 0.6 -0.7
-0.3 1.5 -0.5
-0.3 -0.8 -0.4
0.0 0.3 0.2
-0.3 0.0 -0.1
0.3 0.1 0.1
0.1 0.6 -0.5
-0.3 -0.3 -0.2
0.3 0.4 -0.1
-0.2 0.1 -0.6
1.1 1.2 -1.3
0.4 0.2 -0.1
-0.1 0.0 0.0
0.6 -0.3 0.4
-0.2 -0.8 0.3
-0.3 -0.2 0.2
0.3 -0.2 0.9
0.4 0.4 0.4
-0.2 0.0 0.2
-0.1 -0.2 -0.1
-0.1 0.4 0.3
0.3 -0.2 -0.2
-0.1 0.1 0.1
0.3 -0.1 0.0
-0.3 1.6 0.4
-0.8 -1.3 0.1
0.2 0.9 -0.9
1.8 -2.0 -0.8
0.6 -0.1 -0.3
-0.9 -0.3 -0.3
0.2 0.6 -0.1
0.4 0.5 0.2
0.6 0.0 0.2
-0.7 -0.5 -0.4
0.7 -0.1 -0.5
0.4 0.5 -0.2
0.0 0.2 -0.5
-0.3 -0.3 0.0
0.3 0.1 0.1
0.0 -0.1 0.3
-0.5 0.2 0.1
-0.3 -0.2 0.0
0.3 -0.5 0.2
0.7 0.1 0.1
0.3 0.6 -0.2
0.3 -0.2 -0.5
-0.1 1.0 1.9
-0.3 0.2 0.6
-0.4 0.1 0.0
0.0 0.1 -0.5
0.3 -0.2 -0.3
0.7 -0.5 0.4
0.1 0.1 -0.3
-0.3 0.1 -0.4
-0.6 0.1 0.2
-0.2 -0.4 0.8
0.4 -0.3 0.3
-0.3 0.0 -0.2
-0.2 -0.5 0.0



Number 1: HOMO -0.352 eV. Number 2: HOMO -8.875 eV. Number 3: HOMO -9.627 eV. Number 4: HOMO -10.593 eV.